This record from OMol25 describes 6 unconnected molecules or ions with the total composition C18H41N2O19P2 in a non-equilibrium geometry. The level of theory is the ωB97M-V functional and the def2-TZVPD basis.

Geometry as XYZ:
```
82
Properties=species:S:1:pos:R:3:forces:R:3
C -3.940 -1.476 -5.302 -0.2 -0.3 0.5
C -2.891 -2.046 -4.174 -0.4 -1.0 0.6
C -2.087 -3.421 -4.684 -2.5 0.4 -0.7
N -0.622 -3.183 -4.977 1.0 -0.5 2.8
P 0.350 -2.935 -3.502 0.3 2.0 -3.4
O 0.749 -1.235 -3.407 -0.7 -4.2 -2.3
N 0.723 -0.783 -2.138 -2.9 6.1 0.5
O 0.231 0.356 -2.233 2.3 -4.2 1.6
P -0.499 -3.775 -1.679 -1.7 -0.4 4.2
O -2.018 -3.026 -1.234 3.8 0.8 -1.5
O 0.600 -3.311 -0.375 -0.5 -0.9 -3.8
H -3.448 -1.332 -6.375 -1.1 -0.2 2.5
H -4.836 -2.263 -5.357 2.0 1.7 -0.1
H -4.412 -0.479 -4.880 1.1 -2.0 -1.1
H -3.563 -2.423 -3.263 1.6 1.0 -1.9
H -2.125 -1.227 -3.773 -1.5 -1.6 -1.0
H -2.596 -3.692 -5.724 1.3 0.5 2.2
H -2.289 -4.335 -3.968 0.6 1.8 -1.3
H -0.246 -3.934 -5.598 0.0 0.9 0.8
H 1.627 -3.627 -3.725 -1.1 0.6 0.2
H -1.983 -2.022 -1.355 -0.2 -1.6 0.5
H 1.549 -3.528 -0.616 -1.3 0.2 0.4
C 0.242 -2.025 2.048 0.0 -0.3 -0.1
O -0.706 -1.126 2.622 -0.9 -0.1 0.3
C -1.881 -1.704 2.975 -0.3 -0.6 0.1
O -2.169 -2.884 2.843 0.5 1.8 0.0
O -2.681 -0.743 3.503 0.9 -0.6 -0.6
C -3.962 -1.211 3.922 -0.6 -0.2 0.3
H 1.143 -1.455 1.804 -0.3 0.2 0.1
H 0.513 -2.808 2.763 -0.2 0.0 -0.1
H -0.151 -2.462 1.124 0.0 0.3 1.0
H -3.858 -1.962 4.712 0.0 0.0 -0.3
H -4.522 -1.615 3.073 0.2 -0.1 0.2
H -4.516 -0.360 4.327 0.3 0.0 -0.1
C -0.194 -0.239 5.793 0.0 0.1 -0.4
O 0.006 -0.658 7.142 -0.1 -1.0 0.3
C -0.141 -1.992 7.340 -0.1 -0.3 -0.1
O -0.419 -2.818 6.484 0.4 1.2 1.1
O 0.075 -2.249 8.655 -0.2 0.5 -1.1
C -0.047 -3.624 9.012 -0.1 -0.6 0.2
H -0.051 0.844 5.751 0.1 -0.2 0.3
H 0.540 -0.709 5.131 -0.2 0.0 0.1
H -1.213 -0.465 5.466 0.3 -0.1 0.0
H 0.693 -4.229 8.478 -0.2 0.1 0.0
H -1.061 -3.986 8.813 0.2 0.0 -0.1
H 0.146 -3.713 10.085 0.0 0.3 -0.2
C 2.506 0.095 -4.868 0.0 0.2 0.1
O 3.614 0.943 -5.163 0.3 -0.1 -0.7
C 4.129 0.776 -6.407 0.2 -0.2 -0.7
O 3.729 -0.013 -7.249 0.5 1.1 1.3
O 5.167 1.638 -6.552 -1.0 -1.4 0.3
C 5.811 1.573 -7.823 0.4 0.0 -0.7
H 2.175 0.314 -3.849 0.6 0.4 -0.5
H 1.674 0.294 -5.550 0.2 -0.2 0.0
H 2.803 -0.958 -4.914 0.0 0.1 -0.2
H 5.111 1.832 -8.624 0.1 -0.2 0.2
H 6.240 0.579 -7.988 -0.2 0.2 0.0
H 6.624 2.304 -7.828 -0.3 -0.1 0.3
C 6.915 7.857 -5.164 0.4 0.3 0.3
O 5.931 7.199 -5.960 -0.5 -1.0 0.2
C 5.522 6.003 -5.466 0.2 -0.1 0.4
O 5.919 5.478 -4.438 -0.6 0.7 -1.5
O 4.594 5.493 -6.315 0.7 0.7 0.5
C 4.071 4.226 -5.919 0.0 -0.4 0.3
H 7.168 8.802 -5.653 -0.3 -0.3 -0.1
H 6.520 8.080 -4.168 0.1 -0.2 -0.1
H 7.824 7.251 -5.095 -0.2 0.0 0.1
H 3.562 4.304 -4.953 0.2 0.0 -0.1
H 4.866 3.475 -5.880 -0.4 0.6 0.3
H 3.339 3.914 -6.669 0.2 0.3 0.0
C -2.869 1.040 7.152 0.3 -0.2 -0.1
O -3.816 1.939 7.725 -1.0 -0.3 0.3
C -4.992 1.361 8.079 -0.2 -0.3 0.0
O -5.279 0.182 7.947 0.4 1.6 0.1
O -5.792 2.322 8.606 0.9 -0.7 -0.5
C -7.072 1.854 9.026 -0.5 -0.1 0.2
H -1.968 1.610 6.907 -0.4 0.1 0.2
H -2.598 0.257 7.867 -0.1 0.1 -0.2
H -3.262 0.604 6.228 0.0 0.0 0.2
H -6.969 1.104 9.816 0.0 0.0 -0.3
H -7.633 1.450 8.177 0.2 -0.1 0.2
H -7.627 2.705 9.431 0.4 0.0 -0.1
```
Forces are in eV/Å.

Output
HOMO = -12.2 eV
Lowest unoccupied orbital energy = -0.1894 Eh
Net charge = +1
Spin multiplicity = 1